Formula: C11H12BiCl2IN2O3S
Source: OMol25
Level of theory: wB97M-V/def2-TZVPD

Values from the calculation:
Net charge = +2
HOMO-LUMO gap = 6.06 eV
HOMO = -14.8 eV

Positions of all 33 atoms, in Å:
Bi (-2.24, -1.65, -1.08)
Cl (-2.47, -3.37, 1.42)
C (-3.69, -4.52, 0.79)
Cl (-3.85, -4.50, -0.95)
H (-4.69, -4.25, 1.27)
H (-3.37, -5.53, 1.01)
C (2.94, 3.92, 0.13)
C (1.60, 3.40, 0.08)
C (0.67, 3.63, 1.07)
C (-0.55, 2.86, 1.11)
C (-0.80, 1.94, 0.13)
C (0.14, 1.72, -0.93)
C (1.31, 2.46, -0.92)
S (-2.25, 0.97, 0.14)
O (-2.49, 0.59, -1.37)
O (-3.38, 1.54, 0.80)
O (-1.87, -0.50, 0.60)
H (3.26, 4.25, -0.87)
H (3.61, 3.11, 0.50)
H (3.08, 4.76, 0.80)
H (0.86, 4.29, 1.92)
H (-1.28, 3.00, 1.86)
H (-0.08, 1.08, -1.75)
H (1.99, 2.31, -1.73)
I (3.91, -3.97, -1.04)
C (2.13, -3.02, -0.70)
C (1.94, -2.12, 0.41)
N (0.78, -1.52, 0.17)
N (0.10, -1.97, -0.94)
C (0.98, -2.88, -1.48)
H (2.58, -1.78, 1.19)
H (0.47, -0.76, 0.69)
H (0.64, -3.49, -2.34)

Here are the natural (NBO) charges for atoms 1 to 6, given in e: atom 1 (Bi): 2.08, atom 2 (Cl): 0.02, atom 3 (C): -0.41, atom 4 (Cl): 0.04, atom 5 (H): 0.28, atom 6 (H): 0.27

Formula: C5H11BeClCoF3O3S
Source: OMol25
Level of theory: wB97M-V/def2-TZVPD

Values from the calculation:
Net charge = -2
2S+1 = 5
Relative energy (zero: lowest compared OMol25 entry of this formula, charge and spin) = 16.72 kcal per mole
HOMO-LUMO gap (alpha / beta) = 5.34 / 6.95 eV
HOMO (alpha / beta) = -0.3 / -1.9 eV

Positions of all 26 atoms, in Å:
Co (1.83, 4.03, 0.06)
Cl (-0.31, 4.08, 0.07)
C (2.51, 2.72, -1.38)
C (2.23, 2.88, 1.72)
H (3.41, 3.06, -1.91)
H (2.69, 1.74, -0.90)
H (1.68, 2.60, -2.09)
H (3.29, 2.88, 2.02)
H (1.87, 1.85, 1.53)
H (1.62, 3.34, 2.52)
Be (-1.12, -0.94, 0.43)
C (-0.69, -0.43, 1.98)
C (-0.25, -0.44, -0.84)
H (-0.06, 0.46, 1.94)
H (-1.58, -0.20, 2.58)
H (-0.14, -1.22, 2.50)
H (0.80, -0.74, -0.96)
H (-0.57, 0.08, -1.76)
F (-1.99, -4.58, -2.23)
C (-2.09, -3.28, -1.83)
F (-1.03, -2.62, -2.30)
F (-3.22, -2.75, -2.37)
S (-2.19, -3.21, 0.05)
O (-3.36, -3.98, 0.39)
O (-0.87, -3.63, 0.50)
O (-2.45, -1.72, 0.28)

Here are the natural (NBO) charges for atoms 1 to 6, given in e: atom 1 (Co): 1.11, atom 2 (Cl): -0.78, atom 3 (C): -1.21, atom 4 (C): -1.21, atom 5 (H): 0.16, atom 6 (H): 0.20

Formula: C3H4HgO
Source: OMol25
Level of theory: wB97M-V/def2-TZVPD

Values from the calculation:
2S+1 = 3
Relative energy (zero: lowest compared OMol25 entry of this formula, charge and spin) = 11.46 kcal per mole
HOMO-LUMO gap (alpha / beta) = 8.23 / 5.54 eV
HOMO (alpha / beta) = -7.5 / -8.5 eV

Positions of all 9 atoms, in Å:
H (-2.54, -2.03, -1.10)
O (-1.64, 1.11, 0.08)
C (-2.25, -1.02, -0.89)
C (-2.09, 0.18, -0.62)
Hg (0.28, 2.16, 0.74)
C (2.00, -0.07, 0.45)
H (1.53, -0.74, 1.17)
H (1.91, -0.16, -0.64)
H (2.81, 0.56, 0.81)

Here are the natural (NBO) charges for atoms 1 to 6, given in e: atom 1 (H): 0.24, atom 2 (O): -0.55, atom 3 (C): -0.25, atom 4 (C): 0.39, atom 5 (Hg): 0.27, atom 6 (C): -0.64

DFT total energy for every record listed, in sequence, given in hartree: -2591.8199 -2978.2765 -345.1450.